Here is 5 unconnected molecules or ions with the total composition C35H55NO4S in a non-equilibrium geometry from the Open Molecules 2025 dataset. Energies are from ωB97M-V with the def2-TZVPD basis set.

```
96
C35H55NO4S ωB97M-V with the def2-TZVPD basis set
C 3.014 1.174 3.820
C 3.511 -0.094 4.071
C 3.049 -1.130 3.284
C 2.116 -0.946 2.281
C 1.715 -2.158 1.451
C 2.530 -2.193 0.144
C 2.049 -2.967 -0.895
C 2.696 -3.020 -2.115
C 3.847 -2.275 -2.248
C 4.366 -1.504 -1.224
C 3.699 -1.469 -0.015
N 5.575 -0.748 -1.412
C 5.524 0.070 -2.598
C 5.844 1.405 -2.468
C 5.778 2.186 -3.613
C 5.444 1.639 -4.827
C 5.131 0.302 -4.964
C 5.175 -0.474 -3.822
S 4.759 -2.217 -3.796
C 1.614 0.323 2.047
C 2.070 1.361 2.832
H 3.384 1.996 4.431
H 4.265 -0.288 4.830
H 3.452 -2.132 3.450
H 0.655 -2.011 1.192
H 1.815 -3.093 2.013
H 1.118 -3.514 -0.753
H 2.338 -3.609 -2.955
H 4.133 -0.858 0.773
H 6.332 -1.429 -1.492
H 6.102 1.787 -1.485
H 6.009 3.247 -3.519
H 5.400 2.307 -5.687
H 4.843 -0.136 -5.916
H 0.881 0.472 1.255
H 1.707 2.380 2.696
C 3.961 -6.764 4.937
C 4.869 -5.576 5.208
O 4.177 -4.346 5.324
C 3.235 -4.253 6.377
C 3.845 -4.417 7.759
H 3.322 -6.568 4.074
H 4.555 -7.658 4.742
H 3.310 -6.976 5.786
H 5.555 -5.455 4.369
H 5.489 -5.752 6.095
H 2.418 -4.967 6.225
H 2.795 -3.258 6.298
H 4.222 -5.429 7.916
H 3.098 -4.218 8.529
H 4.682 -3.731 7.892
C -4.821 1.076 0.052
C -3.638 1.795 0.676
O -2.401 1.132 0.482
C -1.982 0.967 -0.862
C -1.764 2.278 -1.597
H -4.859 0.036 0.381
H -5.755 1.567 0.330
H -4.759 1.072 -1.038
H -3.783 1.846 1.756
H -3.577 2.829 0.320
H -2.682 0.324 -1.406
H -1.033 0.428 -0.820
H -2.701 2.818 -1.743
H -1.330 2.093 -2.581
H -1.095 2.930 -1.032
C -9.669 -0.889 2.324
C -9.424 0.580 2.622
O -8.820 1.285 1.552
C -9.558 1.340 0.343
C -10.900 2.039 0.481
H -8.751 -1.369 1.981
H -10.024 -1.403 3.218
H -10.420 -1.023 1.543
H -8.731 0.661 3.460
H -10.350 1.076 2.932
H -9.681 0.336 -0.077
H -8.939 1.897 -0.362
H -11.587 1.471 1.112
H -11.368 2.157 -0.497
H -10.775 3.023 0.936
C 1.863 4.417 -5.124
C 1.091 3.247 -5.710
O -0.292 3.265 -5.402
C -1.026 4.378 -5.877
C -1.029 4.507 -7.391
H 1.683 4.496 -4.051
H 2.933 4.287 -5.294
H 1.566 5.364 -5.579
H 1.479 2.319 -5.287
H 1.241 3.182 -6.794
H -0.670 5.302 -5.407
H -2.050 4.229 -5.531
H -0.035 4.743 -7.777
H -1.704 5.305 -7.702
H -1.348 3.572 -7.855
```

Results
HOMO level   -8.124 eV
Net charge   0
Gap between HOMO and LUMO   8.87 eV
LUMO energy   0.74 eV
SMILES   c1ccc(Cc2ccc3c(c2)Nc2ccccc2S3)cc1.CCOCC.CCOCC.CCOCC.CCOCC
Energy   -2120.47186 Eh